C34H44N6RhSSe2Si | ωB97M-V/def2-TZVPD

Element x y z (Å)
Rh -0.2985 -0.3703 -0.9322
S -4.2970 -2.0937 -1.5742
C -4.4768 -1.1156 -0.1878
C -3.3035 -0.5725 0.2424
C -2.1809 -0.9556 -0.5636
C -2.6094 -1.7603 -1.5853
C -1.6301 -2.3022 -2.4658
C -1.8616 -3.2442 -3.4706
C -0.7974 -3.8267 -4.1128
C 0.4962 -3.4591 -3.7491
C 0.6545 -2.4833 -2.7966
N -0.3721 -1.8779 -2.1794
H -5.4550 -0.9828 0.2466
H -3.2711 0.0803 1.0968
H -2.8785 -3.5242 -3.7082
H -0.9623 -4.5686 -4.8825
H 1.3658 -3.9239 -4.1894
H 1.6356 -2.1509 -2.5145
C 1.2936 0.7083 2.6008
C 0.3449 -0.4944 2.4899
C 0.4414 -1.2494 3.8258
C -1.0661 0.0781 2.3818
Si 0.6895 -1.6268 0.9374
C -0.1337 -3.3678 1.2111
C 0.6832 -4.2164 2.2098
C -1.5609 -3.2651 1.7801
C -0.2583 -4.1947 -0.0767
C 2.6294 -1.8704 0.7773
C 3.2535 -2.1727 2.1551
C 3.3774 -0.6484 0.2220
C 2.9981 -3.0460 -0.1324
H 0.9243 1.3705 3.3936
H 1.3440 1.2782 1.6806
H 2.3069 0.4232 2.8764
H 0.1866 -0.5518 4.6323
H 1.4452 -1.6190 4.0254
H -0.2457 -2.0874 3.8997
H -1.2200 0.8447 3.1518
H -1.8361 -0.6799 2.5074
H -1.2419 0.5273 1.3987
H 0.9414 -3.6919 3.1274
H 1.6024 -4.6030 1.7715
H 0.0796 -5.0836 2.4966
H -1.5943 -2.8849 2.7998
H -1.9903 -4.2721 1.8077
H -2.2144 -2.6524 1.1649
H 0.6687 -4.2782 -0.6439
H -1.0301 -3.7887 -0.7268
H -0.5676 -5.2090 0.1951
H 3.1448 -1.3461 2.8530
H 4.3288 -2.3292 2.0159
H 2.8581 -3.0671 2.6270
H 3.1887 0.2705 0.7709
H 3.1375 -0.4842 -0.8265
H 4.4531 -0.8469 0.2784
H 2.6437 -4.0051 0.2397
H 4.0892 -3.1115 -0.2059
H 2.6171 -2.9140 -1.1346
Se 1.9744 3.8521 -0.2117
N 2.9263 3.8608 -1.6975
C 2.6652 2.7217 -2.3103
C 3.2069 2.3205 -3.5827
C 2.7809 1.1455 -4.0777
C 1.8375 0.3325 -3.3350
N 1.3519 0.6132 -2.1658
C 1.7506 1.8456 -1.6422
N 1.2644 2.2739 -0.5044
H 3.9016 2.9628 -4.1055
H 3.1201 0.7815 -5.0370
H 1.4923 -0.5799 -3.8022
C -2.8870 4.9695 -2.2963
N -2.3026 4.5094 -1.0492
C -1.8083 3.2759 -0.8078
Se -1.7345 1.8790 -1.9997
N -1.3776 3.2685 0.4741
C -1.5568 4.5184 1.0587
C -1.2436 5.0143 2.3124
C -1.5633 6.3418 2.5525
C -2.1745 7.1352 1.5763
C -2.4833 6.6313 0.3221
C -2.1561 5.3063 0.0865
H -2.8493 4.1570 -3.0154
H -2.3203 5.8198 -2.6738
H -3.9227 5.2625 -2.1302
H -0.8810 2.4882 0.8706
H -0.7776 4.3978 3.0693
H -1.3359 6.7737 3.5172
H -2.4098 8.1653 1.8042
H -2.9574 7.2448 -0.4315

Calculated values
total charge	+1
frontier orbital gap	6.31	eV
spin multiplicity	1
highest occupied orbital energy	-10.258	eV

=====

C5H4N | ωB97M-V/def2-TZVPD

Element x y z (Å)
C -0.4571 0.6597 -2.0811
C 0.3373 -0.2361 -1.4298
C -1.1736 0.3912 0.4379
C -1.1872 0.4295 -0.9329
C 0.2177 -0.0213 0.8196
N 1.0028 -0.4474 -0.4087
H -1.8803 0.4859 1.2280
H 1.0586 0.3979 1.4198
H 0.0881 -0.9799 1.3100
H 1.9938 -0.6796 -0.3628

Calculated values
total charge	+1
frontier orbital gap (alpha / beta)	7.40 / 7.41	eV
energy above the lowest of the compared OMol25 structures with the same formula, charge and spin	78.95	kcal/mol
spin multiplicity	1
highest occupied orbital energy (alpha / beta)	-14.075 / -14.072	eV

=====

C12H20BF4IrN5O5P | ωB97M-V/def2-TZVPD

Element x y z (Å)
Ir 0.2271 -0.1191 0.5560
N 0.1238 4.7574 0.6792
C -1.2237 4.1717 0.3805
P -1.2413 2.4913 1.1274
O -0.2344 2.4595 2.2248
O -1.0894 1.4825 -0.0192
C -2.8735 2.1812 1.9355
N -2.5697 1.3631 3.1582
H 0.2851 4.7877 1.6907
H 0.2155 5.7027 0.2999
H 0.8856 4.1553 0.2902
H -1.3538 4.1290 -0.6987
H -1.9905 4.8183 0.8054
H -3.5488 1.6175 1.2960
H -3.3595 3.1033 2.2507
H -3.3649 1.3102 3.7988
H -1.7555 1.7686 3.6411
H -2.2826 0.4109 2.8792
F 0.3619 -1.4262 3.9578
B -0.2905 -2.3661 3.3086
F 0.2708 -2.8977 2.2225
F -1.4646 -2.7848 3.7074
F -1.2103 -0.6773 1.8125
O 2.1702 3.0816 -0.1351
C 2.6921 1.9992 0.0094
C 4.1753 1.6785 0.0183
C 4.2766 0.1664 0.2955
C 2.8450 -0.2466 0.3951
O 2.2898 -1.3262 0.6381
N 1.9970 0.8104 0.1933
H 4.6595 2.2885 0.7809
H 4.6021 1.9736 -0.9406
H 4.7853 -0.0716 1.2308
H 4.7796 -0.3964 -0.4911
N -0.8857 -5.5739 -4.2664
C -1.2418 -4.3240 -4.2237
O -1.9400 -3.8416 -5.1818
C -0.9210 -3.3761 -3.1348
C -0.6235 -3.8221 -1.8528
C -0.3215 -2.8900 -0.8743
N -0.3351 -1.5686 -1.1079
C -0.6478 -1.1382 -2.3345
C -0.9434 -2.0029 -3.3759
H -1.2093 -6.1822 -5.0140
H -0.1746 -5.9370 -3.6436
H -0.6412 -4.8681 -1.5753
H -0.0650 -3.2117 0.1263
H -0.6695 -0.0670 -2.4896
H -1.1696 -1.5929 -4.3512

Calculated values
expectation value of S²	8.77
total charge	+3
frontier orbital gap (alpha / beta)	6.17 / 5.15	eV
energy above the lowest of the compared OMol25 structures with the same formula, charge and spin	48.63	kcal/mol
spin multiplicity	6
highest occupied orbital energy (alpha / beta)	-15.647 / -18.487	eV

=====

C17H58N12O12 | ωB97M-V/def2-TZVPD

Element x y z (Å)
C -1.3897 -3.4687 0.7666
C -2.6637 -2.9907 0.2356
O -2.4557 -2.6747 -1.1654
H -0.9177 -4.2697 0.1526
H -1.5997 -3.8787 1.7086
H -0.6117 -2.7247 0.8556
H -3.0037 -2.2377 0.8036
H -3.5317 -3.6937 0.3886
H -2.0697 -3.3437 -1.6384
C -1.6477 3.2093 4.2776
C -0.2977 2.9503 3.6586
O -0.3607 2.4113 2.3496
H -1.9657 2.3153 4.7436
H -2.3207 3.5343 3.5506
H -1.6137 4.0133 5.0686
H 0.4173 2.4413 4.2806
H 0.2393 3.8783 3.4986
H 0.4943 2.0503 2.1556
C -3.6637 0.9633 1.0876
C -3.5217 2.4683 1.0176
O -2.2417 2.9143 0.6196
H -4.6087 0.7313 1.4716
H -2.9507 0.4873 1.6996
H -3.5447 0.5943 0.0686
H -3.7647 3.0983 1.8536
H -4.2197 2.6283 0.1796
H -1.7067 2.9693 1.4296
C 0.7013 -3.1047 -2.3984
C -0.0037 -2.3877 -3.5174
O 0.8833 -1.8487 -4.4334
H 1.4523 -3.8817 -2.7424
H -0.0627 -3.5627 -1.7584
H 1.2183 -2.4187 -1.7744
H -0.4787 -1.5197 -3.0854
H -0.7157 -2.9747 -4.0534
H 1.4173 -1.2507 -4.0164
C -0.6237 -0.4137 4.3786
C -1.0217 -1.8447 4.0296
O -1.7167 -2.5577 5.1146
H -1.4677 0.2023 4.5536
H -0.1077 0.0613 3.5746
H 0.0073 -0.2847 5.2436
H -0.1637 -2.3907 3.5716
H -1.8207 -1.9337 3.3226
H -2.6397 -2.1607 5.2006
C 3.2553 -2.4877 2.0096
O 4.0443 -3.5617 2.3986
N 2.0693 -2.6807 1.5826
N 3.6153 -1.2207 2.0046
H 1.6323 -3.5757 1.7546
H 1.5453 -1.9577 1.0916
H 4.5233 -0.9537 2.4246
H 2.9923 -0.4467 2.0386
C 2.1513 1.0263 -2.6594
O 1.0733 1.9333 -2.6804
N 2.7413 0.9683 -1.5344
N 2.5533 0.3343 -3.6614
H 2.5563 1.7493 -0.8644
H 3.4403 0.3093 -1.2924
H 2.0163 0.5433 -4.5534
H 3.3343 -0.2977 -3.6104
C -2.4617 3.0393 -2.6234
O -3.5337 3.5643 -1.9104
N -1.4927 2.4263 -1.9654
N -2.3367 3.0753 -3.9284
H -1.5267 2.6523 -0.9404
H -0.5047 2.2343 -2.2874
H -3.1197 3.6163 -4.3094
H -1.4507 2.9723 -4.4434
C 2.4623 2.2193 1.7476
O 2.1833 2.6733 0.5216
N 3.1953 2.8923 2.5426
N 2.0233 1.0993 2.2036
H 3.3973 3.8623 2.2786
H 3.5003 2.5393 3.4026
H 1.4513 0.6823 1.4726
H 2.3583 0.6863 3.1036
C -3.2167 -0.3087 -3.9004
O -3.7947 -1.4757 -4.2744
N -2.6947 -0.1117 -2.7324
N -3.3147 0.6753 -4.6394
H -2.5717 -0.8897 -2.0864
H -2.3547 0.7853 -2.2874
H -3.7717 0.7703 -5.6524
H -2.8697 1.5793 -4.3464
C 4.4603 -1.8627 -1.7784
O 3.7593 -3.0837 -1.7484
N 4.4943 -0.9997 -0.7784
N 4.8953 -1.3607 -2.9254
H 4.0373 -1.3087 0.1046
H 5.0453 -0.1537 -0.5744
H 4.8663 -2.0477 -3.6734
H 5.3423 -0.4337 -3.0354
C -0.2627 0.1103 -0.1624
O 0.9943 -0.4857 0.0566
H -0.0617 1.1113 -0.2364
H -0.8377 -0.0367 0.7346
H -0.7747 -0.2847 -0.9954
H 1.6063 -0.2137 -0.7084

Calculated values
frontier orbital gap	6.74	eV
SMILES	NC(N)=O.NC(N)=O.NC(N)=O.NC(N)=O.NC(N)=O.NC(N)=O.CCO.CCO.CCO.CCO.CCO.CO
energy above the lowest of the compared OMol25 structures with the same formula, charge and spin	77.28	kcal/mol
spin multiplicity	1
highest occupied orbital energy	-7.574	eV

=====

C55H69FN3 | ωB97M-V/def2-TZVPD

Element x y z (Å)
C 2.1971 5.9632 -0.0721
C 0.8850 5.7585 0.6936
C 0.9904 6.3206 2.1166
C 0.4719 4.2909 0.6684
C 0.9373 3.3899 1.6272
C 0.6555 2.0293 1.5441
C 1.2559 1.0420 2.5407
C 1.3951 1.6286 3.9451
C 2.5501 0.3979 2.0456
C -0.1877 1.5521 0.4980
C -0.5621 0.1346 0.4335
N -1.5190 -0.4255 1.2800
C -1.8938 0.0772 2.5771
C -1.4487 -0.5841 3.7335
C -0.7337 -1.9402 3.6697
C -1.7671 -3.0521 3.5698
C 0.2594 -2.1596 4.8100
C -1.6988 0.0200 4.9726
C -2.2902 1.2788 5.0514
C -2.7505 1.9039 3.8944
C -2.6357 1.2683 2.6564
C -3.4215 1.7464 1.4404
C -3.7664 3.2333 1.4855
C -4.6630 0.8852 1.2369
N -1.7244 -1.7259 0.9708
N -0.9013 -1.9940 -0.0599
C -0.7584 -3.3629 -0.5038
C 0.2947 -4.1340 0.0243
C 1.2368 -3.5710 1.0880
C 2.5528 -3.1229 0.4769
C 1.4609 -4.5264 2.2590
C 0.4811 -5.4356 -0.4398
C -0.4491 -5.9985 -1.3150
C -1.5861 -5.2745 -1.6871
C -1.7535 -3.9471 -1.3012
C -3.0415 -3.2255 -1.7251
C -2.8456 -1.8522 -2.3727
C -4.0434 -3.1261 -0.5756
C -0.1017 -0.8750 -0.3727
C 0.8723 -0.8569 -1.4171
C -0.7269 2.4884 -0.4441
C -1.7242 2.0522 -1.5213
C -1.0134 1.5630 -2.7659
C -2.7244 3.1400 -1.9131
C -0.3351 3.8217 -0.3651
H 2.1176 5.5624 -1.0885
H 2.4498 7.0264 -0.1406
H 3.0188 5.4432 0.4361
H 0.0985 6.3171 0.1662
H 0.0837 6.0989 2.6918
H 1.8536 5.8980 2.6440
H 1.1132 7.4087 2.0820
H 1.5577 3.7623 2.4434
H 0.5128 0.2327 2.6197
H 0.4713 2.1514 4.2283
H 1.5664 0.8302 4.6787
H 2.2359 2.3348 4.0036
H 2.4130 -0.0369 1.0479
H 3.3645 1.1373 1.9861
H 2.8642 -0.4066 2.7270
H -0.1517 -1.9398 2.7376
H -2.2667 -2.9735 2.6003
H -1.3090 -4.0429 3.6467
H -2.5180 -2.9323 4.3607
H 0.9701 -1.3259 4.8842
H -0.2686 -2.2721 5.7657
H 0.8384 -3.0747 4.6353
H -1.4117 -0.4950 5.8931
H -2.4198 1.7599 6.0222
H -3.2337 2.8805 3.9628
H -2.7611 1.5894 0.5840
H -2.8606 3.8449 1.5944
H -4.2832 3.5401 0.5683
H -4.4375 3.4274 2.3320
H -4.4014 -0.1806 1.2311
H -5.3568 1.0631 2.0704
H -5.1637 1.1259 0.2904
H 0.7238 -2.6808 1.4803
H 2.3630 -2.4186 -0.3423
H 3.1780 -2.6232 1.2280
H 3.1033 -3.9872 0.0757
H 0.5036 -4.8584 2.6807
H 2.0286 -5.4123 1.9474
H 2.0258 -4.0099 3.0440
H 1.3458 -6.0075 -0.0864
H -0.3099 -7.0197 -1.6728
H -2.3600 -5.7512 -2.2980
H -3.4810 -3.8815 -2.4904
H -2.0141 -1.8414 -3.0878
H -3.7598 -1.5649 -2.9100
H -2.6717 -1.0900 -1.6037
H -4.2891 -4.1175 -0.1814
H -3.6124 -2.5335 0.2405
H -4.9658 -2.6416 -0.9157
H 0.4972 -1.4731 -2.2505
H 1.5608 0.0023 -1.3268
H -2.2911 1.1924 -1.1238
H -0.2834 0.7853 -2.5222
H -1.7142 1.1413 -3.4983
H -0.4683 2.3821 -3.2510
H -3.1582 3.6304 -1.0342
H -2.2476 3.9037 -2.5418
H -3.5398 2.6852 -2.4892
H -0.6854 4.5245 -1.1247
F 7.8905 -1.0182 -3.6383
C 6.5581 -0.8691 -3.3372
C 5.9496 -1.7560 -2.4499
C 4.5660 -1.6852 -2.2723
C 3.7631 -0.7725 -3.0034
C 2.2952 -0.9561 -3.0464
C 1.6168 -0.1777 -4.1142
C 1.6682 1.2367 -4.1644
C 1.1403 1.9228 -5.2616
C 0.4560 1.2324 -6.2601
C 0.3127 -0.1525 -6.1573
C 0.9081 -0.8577 -5.1160
C 4.4612 0.1585 -3.8163
C 5.8382 0.0963 -4.0248
H 6.5525 -2.4943 -1.9280
H 4.0752 -2.3884 -1.5987
H 2.0989 -2.0375 -3.1106
H 2.1677 1.7894 -3.3571
H 1.2463 3.0094 -5.3147
H 0.0144 1.7790 -7.0973
H -0.2806 -0.7022 -6.8879
H 0.8730 -1.9532 -5.0781
H 3.9196 0.9275 -4.3559
H 6.3159 0.7835 -4.7180

Calculated values
total charge	+1
frontier orbital gap	5.44	eV
energy above the lowest of the compared OMol25 structures with the same formula, charge and spin	69.65	kcal/mol
spin multiplicity	1
highest occupied orbital energy	-9.627	eV

=====

C3H3OS2 | ωB97M-V/def2-TZVPD

Element x y z (Å)
C 0.2937 -0.3580 0.1685
C 1.1006 -0.1310 -0.9993
C -0.8299 0.5361 0.5774
O 2.1388 0.3567 -1.3480
S -0.1365 -1.0153 -1.8290
S 0.7612 -1.6579 1.3534
H -1.1918 1.1299 -0.2631
H -0.4834 1.2048 1.3686
H -1.6527 -0.0654 0.9714

Calculated values
total charge	-1
frontier orbital gap	7.09	eV
SMILES	C[C@@]1([S-])SC1=O
energy above the lowest of the compared OMol25 structures with the same formula, charge and spin	15.35	kcal/mol
spin multiplicity	1
highest occupied orbital energy	-3.509	eV

=====

C15H13BBrCuF2N3O | ωB97M-V/def2-TZVPD

Element x y z (Å)
Cu -0.1595 1.1372 -0.0087
Br 0.1325 -0.5389 -2.5627
C -1.7737 -0.6231 -2.5544
C -2.3159 -1.5499 -3.3956
C -3.7207 -1.6376 -3.5233
C -4.5120 -0.7705 -2.8311
C -3.9517 0.2016 -1.9599
C -4.7984 1.1113 -1.2747
C -4.2540 2.0340 -0.4331
C -2.8550 2.0574 -0.2117
C -1.9624 1.2040 -0.8208
C -2.5381 0.2826 -1.7572
H -1.6702 -2.2015 -3.9689
H -4.1524 -2.3811 -4.1830
H -5.5923 -0.8068 -2.9324
H -5.8705 1.0494 -1.4314
H -4.8967 2.7337 0.0932
H -2.4813 2.7741 0.5140
F 2.3880 -0.1043 1.1334
B 1.6467 1.0434 0.9961
F 2.2303 2.0545 1.6855
C -3.3230 -2.9120 4.5651
N -2.3063 -2.7891 3.5317
C -1.2395 -3.6136 3.5089
C -0.2720 -3.4958 2.5885
C -0.4390 -2.4354 1.6271
N -1.4648 -1.6235 1.6291
C -2.4479 -1.7375 2.5746
O -3.4297 -1.0258 2.6735
N 0.4837 -2.2844 0.6532
H -3.3201 -3.9336 4.9434
H -4.2907 -2.6719 4.1412
H -3.1379 -2.2199 5.3875
H -1.2170 -4.3819 4.2709
H 0.5718 -4.1697 2.5651
H 1.4054 -2.6464 0.8219
H 0.4676 -1.4039 0.1482

Calculated values
total charge	-1
frontier orbital gap	6.86	eV
energy above the lowest of the compared OMol25 structures with the same formula, charge and spin	0.70	kcal/mol
spin multiplicity	1
highest occupied orbital energy	-4.110	eV

=====

C4H3AgMgO2 | ωB97M-V/def2-TZVPD

Element x y z (Å)
Mg 3.4406 0.5419 -0.5291
O 1.6644 0.0174 -0.7998
C 0.5051 0.4380 -0.2263
H 0.7851 -0.5827 1.6635
H 0.0644 1.3318 -0.6866
C -1.3093 -0.1548 1.2064
C 0.1201 0.0158 1.0308
C -1.9537 -0.2024 0.0208
O -2.5164 -0.6479 -0.9102
Ag 1.0596 -0.9607 -2.8474
H -1.8599 0.2036 2.0778

Calculated values
total charge	+2
frontier orbital gap (alpha / beta)	4.01 / 4.02	eV
energy above the lowest of the compared OMol25 structures with the same formula, charge and spin	11.62	kcal/mol
spin multiplicity	1
highest occupied orbital energy (alpha / beta)	-15.093 / -15.097	eV

=====

- Which of these has the highest spin multiplicity?
  C12H20BF4IrN5O5P

=====

- What is the formula in the eighth record?
  C4H3AgMgO2